# 1
106
Properties=species:S:1:pos:R:3:forces:R:3 method="wB97M-V/def2-TZVPD" gap_ev="8.439 / 2.911" charge=+1 spin_multiplicity=2 s2=0.756 homo_ev="-12.26 / -12.26"
C -4.9534 -4.4744 -2.5165 0.0 0.5 -1.0
C -5.2299 -5.5248 -1.5215 -1.5 -0.8 -1.0
O -5.4483 -4.8104 -0.3661 -0.4 0.7 1.8
C -4.8385 -3.5979 -0.4430 1.4 0.9 2.8
O -4.5927 -2.8465 0.5220 -1.0 -2.3 -3.5
O -4.4023 -3.4513 -1.6951 0.6 1.5 -0.1
F -4.1918 -6.3519 -1.3930 1.0 -0.6 0.5
H -5.8685 -4.0859 -2.9635 0.0 -0.1 -0.1
H -4.2572 -4.8131 -3.2838 0.1 0.2 0.2
H -6.1086 -6.1125 -1.7870 -0.1 -0.1 0.4
C 3.5299 -2.9651 3.2643 0.0 -1.0 0.2
C 4.7225 -3.5189 2.4959 0.0 1.7 -0.5
O 4.2266 -3.4810 1.1289 1.4 -0.7 0.3
C 2.9021 -3.5084 1.1292 -2.0 0.2 -2.6
O 2.1578 -3.6548 0.1414 2.2 0.5 2.6
O 2.4558 -3.2440 2.3398 -1.1 0.5 1.5
F 5.0596 -4.7633 2.8395 -0.3 -0.8 0.0
H 3.5858 -1.9225 3.5774 0.0 0.2 -0.8
H 3.3893 -3.5017 4.2026 -0.2 -0.4 -0.3
H 5.6216 -2.9138 2.6127 -0.1 0.1 -0.6
C -0.4834 -3.4689 -3.7938 -0.5 1.2 1.2
C 0.6346 -4.2684 -4.2797 0.3 -1.4 -1.1
O -0.0716 -5.4766 -4.6762 1.6 -0.2 -0.8
C -1.2299 -5.5830 -4.0119 -1.5 -1.5 1.1
O -2.0333 -6.4962 -3.9576 2.2 2.0 -0.7
O -1.3577 -4.4598 -3.2729 -0.9 1.1 0.6
F 1.5051 -4.5259 -3.2518 -0.4 -0.3 -0.2
H -1.0149 -2.8110 -4.4813 0.2 -0.3 -0.4
H -0.0265 -2.8346 -3.0343 -0.6 0.0 0.5
H 1.2478 -3.8360 -5.0702 -0.4 -0.5 -0.4
C -2.9739 0.0906 2.1660 -0.1 0.9 -1.0
C -4.2719 0.3665 2.8548 -1.0 1.2 -2.3
O -3.8383 1.2197 3.8911 -1.1 -0.7 -0.5
C -2.6400 0.7611 4.2442 0.8 -0.8 2.4
O -2.1885 0.9457 5.3404 0.5 -0.1 -1.6
O -2.1272 -0.0527 3.2554 1.4 -0.3 1.9
F -4.9006 -0.7573 3.2678 0.3 0.1 0.6
H -2.6223 1.0168 1.7116 -0.6 0.2 -0.7
H -2.9794 -0.6897 1.4050 0.0 -0.4 0.6
H -4.9266 0.9168 2.1791 -0.3 0.1 0.4
C -3.1681 1.0723 -3.6634 1.4 -0.8 -0.8
C -2.0062 1.8651 -3.1205 -1.7 -0.5 -0.7
O -2.3181 1.9143 -1.7333 1.4 0.1 0.6
C -3.6192 1.6105 -1.5237 -2.3 1.3 1.5
O -4.2808 1.7423 -0.4947 2.6 -0.6 -2.4
O -4.1480 1.2868 -2.6991 -1.6 -0.9 -0.2
F -2.1922 3.0815 -3.6871 1.0 1.1 0.5
H -2.8543 0.0357 -3.7863 -0.5 -0.5 0.5
H -3.3976 1.4091 -4.6744 -0.6 0.3 0.4
H -1.0427 1.4338 -3.3923 0.2 0.5 0.6
O -0.5978 -0.3164 -0.8632 0.0 0.9 -1.1
C -0.4491 -1.1024 0.0404 1.7 -1.3 4.3
O 0.3738 -0.9245 1.1058 -2.9 -0.7 -2.6
C 1.3143 0.1398 1.3312 1.5 0.9 1.0
C 1.1788 0.5704 2.7947 0.0 -0.2 -0.3
C -1.2835 -2.4068 0.1014 0.0 0.7 -0.7
H 1.2896 1.0644 0.7544 -0.8 -0.4 -0.8
H 2.2490 -0.3654 1.0882 0.2 0.2 0.3
H 0.3134 1.2172 2.9388 -0.2 -0.3 -0.1
H 2.0253 1.2000 3.0686 0.3 -0.2 -0.1
H 1.1193 -0.2941 3.4558 0.0 0.1 0.0
H -0.6863 -3.1940 -0.3589 0.3 0.0 0.0
H -2.2042 -2.2595 -0.4630 -0.1 -0.1 0.1
H -1.4874 -2.6146 1.1518 0.1 0.2 0.1
O 5.2676 -0.3528 1.4547 -0.4 2.1 0.0
C 5.0021 0.5971 0.7306 0.9 -0.3 -0.7
O 5.2111 1.9482 0.9312 -1.2 -2.6 -1.4
C 5.6759 2.4412 2.1447 -0.1 1.0 1.3
C 4.6417 3.4280 2.7514 0.4 -0.3 0.5
C 4.4103 0.3642 -0.6596 -0.2 0.3 1.4
H 6.6177 2.9289 1.8935 0.0 0.2 0.3
H 5.8665 1.6216 2.8376 0.1 0.0 0.0
H 3.9234 2.9254 3.3991 0.0 -0.3 0.0
H 4.0415 4.0155 2.0567 0.4 -0.1 -0.4
H 5.1679 4.1190 3.4100 0.0 0.1 -0.1
H 4.9403 0.8972 -1.4490 0.1 -0.2 0.1
H 3.4151 0.8013 -0.5787 -0.1 -0.1 -0.4
H 4.3422 -0.7190 -0.7611 0.1 0.2 -0.4
O 1.0446 1.2433 -4.4368 0.0 0.4 1.0
C 1.5766 0.8698 -3.4186 0.5 0.2 -0.4
O 1.8385 1.6155 -2.3053 -0.7 -2.7 0.3
C 1.7409 3.0097 -2.2248 1.0 1.2 -2.1
C 2.4652 3.4537 -0.9996 -0.1 -0.3 0.9
C 2.1382 -0.5248 -3.2574 0.2 0.1 -0.3
H 0.7288 3.4041 -2.3148 -0.1 -0.3 0.1
H 2.3108 3.2830 -3.1128 -0.3 1.0 -0.2
H 2.3450 4.5151 -0.7823 -0.1 -0.1 -0.1
H 3.5267 3.2063 -0.9912 0.0 0.1 -0.3
H 2.0352 2.8757 -0.1816 -0.1 0.3 0.4
H 1.9856 -1.1119 -4.1630 -0.7 0.0 0.2
H 1.7445 -0.9953 -2.3563 0.3 -0.2 -0.1
H 3.2269 -0.4770 -3.2370 0.0 0.2 0.6
O -0.7936 6.0245 2.7075 -1.0 -1.4 -0.9
C -1.6559 5.2069 2.9828 0.7 1.6 0.5
O -2.3063 4.3707 2.0904 -0.2 0.4 3.1
C -2.0520 4.5044 0.7401 1.1 0.2 -1.4
C -0.8362 3.6682 0.3915 0.4 -0.6 -0.1
C -2.0917 5.1052 4.4348 -1.0 -0.8 0.0
H -1.8746 5.5597 0.5328 -0.1 0.0 -0.4
H -2.9027 4.0926 0.1971 -0.2 0.4 0.1
H -0.0064 3.8559 1.0728 0.0 0.2 0.0
H -0.4720 3.7384 -0.6335 -0.2 0.5 0.0
H -1.1046 2.6145 0.4670 -0.1 -0.2 0.3
H -1.7971 4.1272 4.8154 0.0 0.0 0.2
H -3.1714 5.1812 4.5640 -0.2 -0.4 -0.5
H -1.7552 5.8864 5.1164 0.8 0.0 -0.7



# 2
99
Properties=species:S:1:pos:R:3:forces:R:3 method="wB97M-V/def2-TZVPD" gap_ev=5.138 relative_energy_kj_mol=0.0 charge=-1 homo_ev=-3.49
C -1.5625 0.8998 2.9119 -1.3 -0.1 1.0
C -1.2466 0.7504 1.4497 1.8 1.3 -1.5
C -2.3802 1.2358 0.5440 -1.7 -0.3 1.2
O -0.0866 1.3869 1.0717 0.0 -0.4 0.3
H -0.6851 0.6436 3.5058 0.0 0.0 0.0
H -2.3630 0.1835 3.0968 -0.1 -0.5 0.5
H -2.0283 1.8057 3.2998 0.4 0.8 -0.3
H -1.1885 -0.3380 1.4533 0.2 -1.1 -0.9
H -2.4106 1.1008 -0.5372 1.2 0.3 0.0
H -2.5611 2.2529 0.8917 0.1 0.4 -0.7
H -3.3178 0.7358 0.7870 -0.5 -0.4 0.5
C 6.4582 -0.6688 6.0608 -0.9 0.4 0.9
C 5.3656 0.1397 5.7538 -1.0 -4.4 1.5
C 5.5164 1.3082 5.1888 1.5 2.6 -1.3
C 6.7783 1.8176 5.0134 1.3 -0.6 0.5
C 7.9060 1.0679 5.3977 -0.7 2.7 -0.9
C 7.7183 -0.1601 5.9639 -0.4 -0.7 -0.2
O 8.7628 -0.8506 6.4096 2.3 -0.4 0.3
O 4.5265 2.1189 4.7727 -1.9 0.8 -0.3
H 6.3300 -1.5978 6.5964 -0.2 -0.2 -0.2
H 4.3934 -0.2704 5.9840 -0.3 0.1 -0.2
H 6.7644 2.8406 4.6676 0.7 0.0 -0.3
H 8.8469 1.5824 5.2697 0.4 -0.5 0.2
H 8.5748 -1.6502 6.9064 -0.5 0.1 -0.2
H 4.1940 1.7774 3.9395 -0.3 0.1 -0.1
C -6.0575 -8.4446 -1.0424 1.0 -0.4 0.1
C -6.3964 -7.1148 -1.0336 -0.8 -0.5 0.4
C -5.4155 -6.1839 -0.7069 -0.6 0.2 -0.4
C -4.1912 -6.6252 -0.3737 2.1 -0.1 0.6
C -3.7991 -7.9367 -0.4221 0.1 -0.7 0.2
C -4.7518 -8.8532 -0.7826 -0.7 -1.4 -0.9
O -4.4132 -10.1828 -0.9816 0.7 0.2 0.5
O -5.5989 -4.8613 -0.7912 -2.0 1.5 -0.4
H -6.7855 -9.2083 -1.2731 -0.2 0.0 -0.1
H -7.4645 -7.0207 -1.1625 0.0 1.2 -0.2
H -3.4457 -5.9017 -0.0783 0.1 0.2 0.0
H -2.7834 -8.2140 -0.1815 0.0 -0.2 -0.1
H -5.1387 -10.7141 -1.3176 -0.2 0.3 0.0
H -4.9137 -4.2780 -0.4568 0.4 -0.6 0.2
C -5.0348 -0.4793 -5.4762 0.4 1.3 -0.2
C -4.3375 0.6171 -6.0280 -1.7 0.3 -0.9
C -5.0462 1.5402 -6.8814 2.5 -0.5 1.1
C -6.3648 1.4434 -7.0962 -2.6 -1.9 1.0
C -7.0826 0.4028 -6.4562 1.3 -0.3 -0.4
C -6.4003 -0.5844 -5.6866 -1.8 1.1 0.4
O -7.2379 -1.4927 -5.0351 -0.1 0.1 -1.0
O -4.3399 2.4863 -7.5662 1.4 0.3 -0.3
H -4.5384 -1.1422 -4.7829 0.1 -0.2 -0.1
H -3.2926 0.7862 -5.8134 0.0 -0.1 -0.1
H -6.9422 2.1223 -7.7061 0.3 0.2 -0.2
H -8.1338 0.3535 -6.6991 -0.1 -0.3 0.5
H -6.9601 -1.8504 -4.1886 0.7 0.3 -0.1
H -4.6297 3.3976 -7.4812 -0.4 -0.2 0.3
C 1.7703 -3.6239 -6.9152 0.2 1.2 -0.2
C 1.5377 -4.2377 -5.6475 0.6 1.9 0.2
C 1.5390 -3.3584 -4.5757 -0.9 4.4 -0.5
C 1.6062 -1.8717 -4.8319 1.0 -3.7 2.3
C 1.9823 -1.3916 -6.0174 0.2 1.2 -1.5
C 2.0059 -2.2218 -7.1063 -0.7 -3.4 -1.1
O 2.1265 -1.7468 -8.4265 0.1 -0.3 1.5
O 1.2563 -3.6744 -3.2881 0.0 -1.5 0.1
H 1.7582 -4.1995 -7.8290 0.0 -0.3 0.0
H 1.3953 -5.2843 -5.4223 0.0 -0.1 -0.5
H 1.6654 -1.2114 -3.9793 -0.4 0.0 0.3
H 2.2376 -0.3528 -6.1657 -0.2 0.3 0.2
H 1.8260 -0.8390 -8.3419 0.1 0.3 -0.5
H 1.5731 -3.0192 -2.6620 0.0 0.2 -0.2
C 5.4559 -1.8054 0.5608 0.0 -0.7 -0.9
O 6.4644 -2.2220 0.0916 3.4 -1.5 -1.1
N 4.6296 -2.5348 1.2710 -2.2 -1.3 2.2
N 5.0205 -0.6076 0.2606 -0.9 2.9 -0.2
H 4.7753 -3.5259 1.3995 0.0 0.5 0.1
H 3.8749 -2.0284 1.7115 -0.1 -0.8 0.2
H 4.0850 -0.3378 0.5291 0.3 0.5 -0.5
H 5.6342 -0.1115 -0.3698 -0.6 0.3 0.2
C -0.9335 3.5476 9.3469 -1.5 1.6 2.7
O -1.2687 4.0538 10.4284 0.4 -0.9 -0.7
N -1.7732 3.0048 8.4890 -3.8 -0.8 -0.7
N 0.2546 3.4879 8.8458 5.1 0.2 -1.4
H -1.5759 2.7991 7.5200 -0.1 0.0 0.4
H -2.7206 3.1618 8.8018 -0.2 -0.2 -0.7
H 0.3067 3.4316 7.8387 0.5 -0.2 0.4
H 1.1120 3.6546 9.3529 -0.5 0.3 0.0
C 1.4983 7.7986 3.4731 -2.4 3.9 -0.5
O 0.8583 8.8390 3.2802 1.3 0.2 0.1
N 2.6725 7.6511 4.0557 3.1 0.1 1.5
N 0.9824 6.6550 3.1627 -1.3 -5.0 -0.9
H 3.2918 8.4038 4.3205 -0.6 -0.1 -0.1
H 3.0198 6.7076 4.1523 0.3 0.5 0.0
H 0.2834 6.4650 2.4588 0.0 0.6 0.4
H 1.4537 5.8429 3.5348 -0.4 -0.2 -0.5
C 0.9651 5.9467 -3.1193 -0.7 3.0 -2.6
O 1.0132 6.8485 -3.9439 0.6 0.6 -0.8
N 0.0192 5.0817 -3.0892 -3.9 -3.9 -0.8
N 1.7386 5.8298 -2.1120 4.1 0.5 3.5
H -0.4249 4.8826 -3.9743 -0.2 -0.1 0.4
H 0.0737 4.3691 -2.3756 -0.5 -0.2 -0.5
H 2.4491 6.5471 -2.0834 0.1 -0.5 0.7
H 1.6755 5.0233 -1.5072 0.6 0.5 0.1



Number 1: E -93579.2627 eV. Number 2: E -71445.8390 eV.